{"formula": "C45H48N7O3STeW", "method": "ωB97M-V/def2-TZVPD", "e_above_lowest_ev": 1.677, "homo_lumo_gap_ev": [6.13, 6.04], "charge": 3, "spin_multiplicity": 3, "symbols": ["W", "C", "C", "C", "C", "C", "O", "C", "C", "C", "C", "C", "C", "C", "O", "C", "C", "C", "N", "C", "C", "Te", "C", "C", "C", "C", "C", "C", "C", "C", "C", "C", "C", "C", "H", "H", "H", "H", "H", "H", "H", "H", "H", "H", "H", "H", "H", "H", "H", "H", "H", "H", "H", "H", "H", "H", "H", "H", "C", "N", "C", "C", "C", "N", "C", "O", "N", "H", "H", "H", "H", "H", "H", "H", "C", "C", "C", "C", "N", "C", "S", "N", "C", "H", "H", "H", "H", "H", "H", "H", "H", "C", "C", "C", "C", "C", "N", "H", "H", "H", "H", "H", "H", "H", "H", "H"], "positions_angstrom": [[0.7178, 0.4387, 1.0885], [-5.5439, -1.4926, 3.2959], [-4.3204, -1.0779, 2.5200], [-4.3131, -1.0746, 1.1302], [-3.2264, -0.6125, 0.3800], [-3.1086, -0.8754, -1.0786], [-2.4062, -0.1755, -1.8092], [-3.7415, -2.0921, -1.6485], [-4.2275, -2.0251, -2.9562], [-4.8181, -3.1372, -3.5327], [-4.8964, -4.3269, -2.8150], [-4.3848, -4.4073, -1.5260], [-3.8167, -3.2881, -0.9352], [-2.1425, -0.0941, 1.0668], [-1.0920, 0.4930, 0.4457], [-2.0531, -0.2541, 2.4520], [-3.1367, -0.7244, 3.1733], [-0.6680, 0.0101, 2.9415], [-0.1296, 1.2226, 2.8388], [-1.0288, 2.3839, 2.8738], [-0.3486, 3.6371, 2.3640], [0.5396, 3.2372, 0.4767], [-0.9681, 4.0392, -0.6957], [-2.3147, 3.8787, -0.3980], [-3.2548, 4.5204, -1.1944], [-2.8417, 5.2911, -2.2749], [-1.4903, 5.4323, -2.5657], [-0.5373, 4.8017, -1.7744], [0.2535, -1.1291, 3.1199], [1.6351, -0.8908, 3.3607], [2.5188, -1.9421, 3.4213], [2.0638, -3.2552, 3.3061], [0.7026, -3.5079, 3.1958], [-0.1907, -2.4623, 3.0912], [-6.1985, -2.1238, 2.6973], [-6.1189, -0.6147, 3.5963], [-5.2775, -2.0326, 4.2038], [-5.1826, -1.4493, 0.6009], [-4.1803, -1.0857, -3.4933], [-5.2310, -3.0770, -4.5314], [-5.3691, -5.1928, -3.2601], [-4.4386, -5.3392, -0.9785], [-3.3983, -3.3537, 0.0627], [-3.0662, -0.8332, 4.2512], [-1.3423, 2.5164, 3.9106], [-1.9222, 2.1923, 2.2803], [0.4269, 4.0199, 3.0232], [-1.0821, 4.4216, 2.1907], [-2.6419, 3.2777, 0.4420], [-4.3087, 4.4197, -0.9681], [-3.5781, 5.7959, -2.8869], [-1.1747, 6.0448, -3.4006], [0.5170, 4.9419, -1.9816], [1.9272, 0.0752, 3.7403], [3.5646, -1.7476, 3.6210], [2.7640, -4.0791, 3.3632], [0.3383, -4.5266, 3.1855], [-1.2485, -2.6626, 2.9739], [4.6726, -1.2611, -1.3998], [3.4546, -0.4711, -1.6900], [3.1700, -0.0221, -2.9401], [2.0472, 0.6539, -3.2369], [1.1031, 0.8914, -2.1785], [1.4182, 0.4714, -0.9657], [2.5616, -0.1963, -0.7018], [2.7004, -0.4951, 0.4990], [-0.0471, 1.5290, -2.3597], [4.5944, -2.2234, -1.8976], [4.7323, -1.4127, -0.3286], [5.5437, -0.7149, -1.7509], [3.9124, -0.2567, -3.6949], [1.8504, 0.9791, -4.2480], [-0.2658, 1.8423, -3.2942], [-0.8683, 1.2218, -1.8228], [-1.3004, -1.8437, -4.7449], [-0.2224, -2.3244, -3.8275], [0.8677, -3.0596, -4.2108], [1.7793, -3.4603, -3.2305], [1.6409, -3.1187, -1.9390], [0.5610, -2.4382, -1.5653], [0.1741, -2.1676, 0.1020], [-0.3367, -2.0358, -2.5132], [2.9453, -4.3292, -3.5776], [-1.9864, -2.6667, -4.9581], [-0.8748, -1.5165, -5.6926], [-1.8786, -1.0355, -4.2967], [1.0027, -3.3322, -5.2486], [-1.1661, -1.5385, -2.2000], [2.6016, -5.3665, -3.6199], [3.7141, -4.2721, -2.8109], [3.3545, -4.0887, -4.5581], [4.2444, 4.5174, 2.4908], [4.3603, 3.0901, 3.0445], [5.7275, 2.4810, 2.7051], [4.1127, 3.0662, 4.5612], [3.3024, 2.2657, 2.4027], [2.4836, 1.6324, 1.9116], [5.0053, 5.1293, 2.9732], [3.2686, 4.9549, 2.7081], [4.4137, 4.5437, 1.4139], [6.4945, 3.0709, 3.2062], [5.9214, 2.5094, 1.6322], [5.8046, 1.4512, 3.0548], [4.7987, 3.7719, 5.0288], [4.3031, 2.0772, 4.9796], [3.0943, 3.3689, 4.8094]], "mulliken_spin": [1.313, 0.000, -0.005, 0.006, 0.001, -0.001, 0.000, -0.001, 0.000, 0.000, 0.000, 0.000, 0.000, 0.066, -0.020, 0.008, 0.019, 0.201, 0.102, -0.002, 0.003, -0.049, -0.003, 0.000, 0.002, -0.004, 0.002, -0.001, -0.093, 0.079, 0.037, 0.091, 0.001, 0.124, 0.000, 0.000, 0.000, 0.000, 0.000, 0.000, 0.000, 0.000, 0.001, 0.000, -0.004, -0.001, 0.000, 0.001, 0.002, 0.000, 0.000, 0.000, 0.000, -0.017, 0.001, 0.000, 0.002, 0.007, 0.001, -0.001, 0.006, -0.006, 0.009, -0.065, 0.044, 0.014, 0.001, -0.001, 0.001, 0.000, -0.001, 0.000, 0.000, -0.004, 0.000, -0.001, 0.006, -0.001, 0.006, 0.020, 0.043, 0.004, 0.000, 0.000, 0.000, 0.000, 0.000, 0.006, 0.000, 0.000, 0.000, 0.001, 0.003, 0.002, 0.002, 0.044, 0.002, 0.000, 0.000, 0.000, 0.000, 0.000, 0.000, 0.000, 0.000, -0.001]}



{"formula": "C45H49AsGeN5O11P2S2Y", "method": "ωB97M-V/def2-TZVPD", "e_above_lowest_ev": 0.486, "homo_lumo_gap_ev": [6.83, 6.90], "charge": -1, "spin_multiplicity": 2, "symbols": ["Y", "N", "C", "C", "P", "O", "O", "O", "P", "O", "O", "O", "H", "H", "H", "H", "H", "H", "H", "H", "C", "As", "C", "C", "O", "H", "H", "H", "H", "H", "H", "H", "H", "H", "N", "C", "C", "C", "C", "C", "C", "S", "O", "O", "N", "C", "S", "C", "C", "N", "H", "H", "H", "H", "H", "H", "H", "H", "O", "C", "N", "C", "O", "C", "C", "C", "C", "C", "C", "H", "H", "H", "H", "C", "Ge", "C", "C", "C", "C", "C", "C", "C", "C", "C", "C", "C", "C", "C", "C", "C", "C", "H", "H", "H", "H", "H", "H", "H", "H", "H", "H", "H", "H", "H", "H", "H", "C", "C", "C", "C", "C", "C", "H", "H", "H", "H", "H"], "positions_angstrom": [[1.7007, 1.2623, 1.1114], [3.2424, 2.9819, -2.1460], [4.0011, 3.5586, -1.0048], [4.9538, 4.5808, -1.6552], [4.8900, 2.0839, -0.3499], [5.8234, 2.7238, 0.8824], [5.8520, 1.6199, -1.3720], [3.8755, 1.1784, 0.2640], [2.6434, 4.4212, 0.0432], [1.9321, 5.3452, -1.1971], [-0.3000, 1.8707, 1.5859], [1.7696, 3.1483, 0.1195], [3.8627, 2.3743, -2.6946], [2.7287, 3.6158, -2.7832], [2.4488, 2.4825, -1.7454], [5.6737, 4.0320, -2.2583], [5.5630, 5.1172, -0.9213], [4.3693, 5.3016, -2.2989], [5.2399, 3.2091, 1.4374], [1.4252, 4.7380, -1.7814], [1.2221, -2.6801, -1.7707], [2.3237, -1.3520, -1.0377], [3.5669, -0.7333, -2.2969], [3.2473, -1.8361, 0.5676], [1.2878, -0.1278, -0.4797], [1.7544, -3.2629, -2.5223], [0.4718, -2.1072, -2.2333], [0.8113, -3.2401, -0.9147], [4.3920, -0.2417, -1.7587], [2.9488, -0.0216, -2.9153], [3.9181, -1.5178, -3.0022], [3.4459, -2.9174, 0.6718], [2.7044, -1.4562, 1.3903], [4.1991, -1.1965, 0.5241], [-2.5399, 3.4821, 6.8138], [-1.9563, 2.4487, 6.1443], [-2.6245, 1.2163, 5.9209], [-2.0284, 0.1715, 5.2691], [-0.7580, 0.3816, 4.6738], [-0.1865, 1.6225, 4.7862], [-0.7543, 2.6204, 5.5050], [0.1749, -0.9569, 4.0362], [0.8365, -1.5017, 5.2106], [-0.6579, -1.7717, 3.2055], [1.2111, -0.1564, 3.1303], [2.5140, -0.0671, 3.5651], [3.3958, -1.0924, 4.6353], [4.8735, -0.1752, 4.3682], [4.5964, 0.7980, 3.4789], [3.2763, 0.8793, 3.0443], [-3.0699, 3.2405, 7.6120], [-1.9049, 4.2336, 7.0808], [-3.6429, 1.2162, 6.3515], [-2.4277, -0.8156, 5.1591], [0.7294, 1.7645, 4.2587], [-0.2386, 3.5097, 5.5880], [5.8178, -0.3351, 4.8909], [5.3319, 1.5268, 3.0648], [1.4036, -0.5717, -4.5051], [1.1039, 0.5889, -4.6925], [1.7968, 1.6399, -4.1273], [1.1515, 2.7845, -4.4959], [1.4925, 3.9011, -4.0808], [0.0046, 2.4526, -5.4234], [-0.9843, 3.2162, -5.9615], [-1.9911, 2.5555, -6.6718], [-2.0527, 1.1403, -6.7198], [-1.0066, 0.4009, -6.1786], [0.0275, 1.0836, -5.5583], [-0.9388, 4.3268, -5.7750], [-2.8027, 3.1299, -7.0684], [-2.9277, 0.6671, -7.1837], [-0.9730, -0.6972, -6.1349], [-2.8265, -0.5859, 1.4314], [-2.0717, -2.1754, 0.5707], [-2.3513, -2.3664, -1.4079], [-2.4266, -3.4860, -2.2139], [-2.4790, -3.3239, -3.6478], [-2.4842, -2.0563, -4.2031], [-2.3873, -0.8985, -3.3834], [-2.3696, -1.0911, -1.9905], [-2.7537, -3.8808, 1.3055], [-3.8200, -3.9041, 2.1625], [-4.4302, -5.0730, 2.6488], [-3.9743, -6.3121, 2.2605], [-2.8410, -6.3355, 1.4149], [-2.2815, -7.5744, 1.0053], [-1.1064, -7.6528, 0.3057], [-0.4315, -6.4904, -0.0073], [-0.9759, -5.2555, 0.2532], [-2.2271, -5.1412, 0.9415], [-2.0211, 0.1542, 1.5020], [-3.0880, -0.8250, 2.4386], [-3.6491, -0.1230, 0.9104], [-2.4439, -4.4607, -1.7915], [-2.4335, -4.1451, -4.3717], [-2.6270, -1.9734, -5.2849], [-2.3425, 0.0631, -3.8574], [-2.4186, -0.1833, -1.3283], [-4.1940, -3.0263, 2.6554], [-5.2644, -4.9477, 3.3285], [-4.3617, -7.2480, 2.6963], [-2.8580, -8.4570, 1.2264], [-0.6971, -8.6199, 0.1378], [0.5724, -6.6068, -0.4801], [-0.3848, -4.3474, 0.0020], [-3.5872, 3.8149, -0.0816], [-2.5920, 3.2438, -0.8973], [-1.4733, 2.6348, -0.3670], [-1.3123, 2.5092, 1.0374], [-2.3047, 3.1022, 1.8260], [-3.4135, 3.7577, 1.2828], [-4.3905, 4.3664, -0.5117], [-2.6634, 3.3795, -1.9788], [-0.7288, 2.3636, -1.0729], [-2.2285, 3.1442, 2.8862], [-4.1171, 4.2206, 1.9731]], "mulliken_spin": [-0.012, 0.001, 0.000, 0.000, 0.001, 0.000, 0.000, 0.002, 0.000, 0.000, 0.011, -0.001, 0.000, 0.000, -0.002, 0.000, 0.000, 0.000, 0.000, 0.000, 0.044, -0.001, -0.002, -0.041, -0.032, -0.001, -0.059, 0.084, 0.000, 0.001, 0.000, 0.000, 0.033, 0.001, 0.000, 0.000, -0.001, 0.002, 0.002, 0.001, 0.000, -0.024, 0.003, 0.019, 0.011, 0.000, 0.000, 0.000, 0.000, 0.000, 0.000, 0.000, 0.000, 0.000, 0.000, 0.000, 0.000, 0.000, 0.000, 0.000, 0.000, 0.000, 0.000, 0.000, 0.000, 0.000, 0.001, 0.000, 0.000, 0.000, 0.000, 0.000, -0.002, 0.144, 0.561, 0.137, 0.029, -0.018, 0.036, -0.023, -0.030, 0.114, 0.010, -0.011, 0.029, -0.014, 0.004, -0.005, 0.043, -0.166, -0.084, -0.030, 0.006, 0.017, 0.012, -0.001, 0.005, 0.001, 0.009, 0.002, -0.001, 0.002, 0.000, 0.000, 0.001, 0.186, 0.001, 0.000, 0.002, -0.003, 0.000, -0.002, 0.000, 0.000, 0.000, 0.000, 0.000]}